# C49H50N3O3OsPSe

A molecular structure, C49H50N3O3OsPSe (ωB97M-V/def2-TZVPD, the Open Molecules 2025 dataset).

The geometry in ORCA input format:
```
! RIJCOSX wB97M-V def2-TZVPD def2/J DEFGRID3
* xyz 2 1
Os 0.13642 0.19901 -0.52856
O -0.08481 1.92236 0.41589
P 0.67156 3.13907 -0.24222
C -0.31193 4.60130 -0.16216
C -1.68652 4.54802 0.05401
C -2.42296 5.72066 0.01492
C -1.79084 6.93141 -0.23153
C -0.41592 6.98637 -0.42651
C 0.33061 5.82205 -0.39060
C 2.25183 3.33301 0.54727
C 3.37250 3.71702 -0.19057
C 4.58499 3.90681 0.45496
C 4.67810 3.70741 1.82574
C 3.56284 3.32087 2.56046
C 2.34620 3.13745 1.92568
C 0.94701 2.61603 -1.93661
C 1.75135 1.47422 -2.11547
C 1.93489 0.94479 -3.38706
C 1.31153 1.53962 -4.47626
C 0.51692 2.66206 -4.29321
C 0.32655 3.20534 -3.02449
H -2.17926 3.60669 0.25457
H -3.48980 5.68808 0.18569
H -2.37229 7.84366 -0.26269
H 0.07303 7.93498 -0.60139
H 1.40461 5.86797 -0.53040
H 3.30530 3.86283 -1.26269
H 5.45577 4.20908 -0.11087
H 5.62622 3.85390 2.32580
H 3.64380 3.16449 3.62766
H 1.47602 2.84053 2.49651
H 2.39291 1.13083 -1.30943
H 2.59034 0.09503 -3.51528
H 1.44859 1.13317 -5.46905
H 0.03681 3.12349 -5.14628
H -0.30290 4.07542 -2.88999
Se 1.86539 -0.35798 0.99894
C 3.26092 -1.04873 -0.13000
C 3.31823 -2.41400 -0.37626
C 4.39528 -2.93259 -1.08220
C 5.39370 -2.09059 -1.55076
C 5.33062 -0.72645 -1.29924
C 4.27143 -0.20047 -0.57244
H 2.55243 -3.07624 0.01038
H 4.45558 -3.99812 -1.26121
H 6.23308 -2.50022 -2.09613
H 6.12143 -0.07371 -1.64451
H 4.25440 0.85595 -0.32669
C 1.43311 -2.70256 -3.46040
C 0.17857 -2.14984 -2.79060
C -0.73342 -3.30310 -2.36852
C -0.61133 -1.18999 -3.65081
C -0.67940 -1.35328 -5.02971
C -1.56552 -0.60440 -5.78886
C -2.44520 0.26420 -5.16252
C -2.43411 0.44762 -3.78313
C -3.50731 1.29491 -3.12588
C -4.39041 0.45759 -2.19435
C -2.98173 2.53945 -2.42010
C -1.44722 -0.23849 -3.06639
O -1.34070 0.03201 -1.72734
H 2.05746 -3.22313 -2.73864
H 2.02882 -1.92935 -3.94143
H 1.15489 -3.42510 -4.22909
H 0.53279 -1.61400 -1.86113
H -1.03263 -3.85738 -3.25953
H -1.64718 -2.94496 -1.89580
H -0.21771 -3.99979 -1.70281
H -0.05411 -2.08831 -5.51825
H -1.60411 -0.73557 -6.86175
H -3.18103 0.79942 -5.75083
H -4.14272 1.63844 -3.94622
H -3.82196 0.08813 -1.33923
H -4.81409 -0.39896 -2.71917
H -5.21563 1.06287 -1.81631
H -2.28010 2.27326 -1.62706
H -3.80754 3.09050 -1.96591
H -2.47978 3.21275 -3.11623
C -1.50625 7.91667 3.47499
C -1.90550 6.47074 3.37570
C -0.96109 5.45243 3.46854
C -1.34039 4.12251 3.41125
C -2.67643 3.77601 3.24130
N -2.95760 2.39056 3.12851
C -4.16441 1.80060 2.90387
O -5.23014 2.35531 2.81625
N -4.08607 0.38679 2.82936
C -3.14365 -0.38596 2.17587
C -3.18235 -1.77717 2.31805
C -2.23941 -2.55700 1.68817
C -1.25880 -1.95650 0.92119
N -1.23883 -0.63251 0.75185
C -2.15594 0.14595 1.34661
C -3.63962 4.77357 3.15927
C -3.23824 6.10062 3.23282
H -0.46711 8.06266 3.17981
H -1.61283 8.28011 4.49835
H -2.13171 8.54423 2.83949
H 0.08572 5.70240 3.60199
H -0.59541 3.33980 3.51331
H -2.21341 1.78298 3.43300
H -4.98280 -0.04267 3.00565
H -3.94788 -2.23199 2.93430
H -2.24601 -3.63212 1.79627
H -0.47993 -2.52458 0.43702
H -2.09941 1.19962 1.12830
H -4.68193 4.51905 3.05471
H -3.99738 6.87264 3.17576
*
```

## Properties
- Maximum force: 1.1 eV/A
- Gap between HOMO and LUMO (alpha / beta): 5.05 / 5.14 eV
- HOMO energy (alpha / beta): -12.583 / -12.583 eV
- Lowest unoccupied orbital energy (alpha / beta): -0.277 / -0.273 Eh